# 1
Formula: C4H7N3
Source: the OMol25 dataset
Level of theory: ωB97M-V with the def2-TZVPD basis set

For the gap between HOMO and LUMO, the calculation gives 9.44 eV. As for the electronic energy: -8727.6946 eV. The spin multiplicity is 1. As for the structure (SMILES): [H]/N=C(\C#C)N(C)N. As for the LUMO energy: 0.85 eV.

Element x y z (Å)
H 1.18088 2.53087 0.10312
N 0.29052 2.00450 -0.01754
C 0.47768 0.73950 0.00914
C 1.76045 0.05133 -0.07046
C 2.87150 -0.35026 0.06241
N -0.57089 -0.13352 0.03020
C -1.94829 0.22010 0.01016
N -0.15261 -1.49520 0.02434
H 3.96477 -0.59378 0.00482
H -2.15694 0.29953 1.06365
H -1.99644 1.20339 -0.38585
H -2.57343 -0.48410 -0.67454
H -0.32512 -1.93859 -0.94442
H -0.82205 -2.05378 0.78495

=====

# 2
Formula: C11H36BrN10O7
Source: the OMol25 dataset
Level of theory: ωB97M-V with the def2-TZVPD basis set

For the gap between HOMO and LUMO, the calculation gives 9.78 eV. As for the electronic energy: -111276.7944 eV. The spin multiplicity is 1. The total charge is -1. As for the LUMO energy: 2.42 eV.

Element x y z (Å)
Br -17.41050 6.16901 16.06871
C -19.44064 3.72132 19.35169
O -19.73266 3.40299 20.49540
N -18.66033 2.92883 18.54951
N -19.84199 4.87204 18.73800
H -18.14317 2.18536 18.97086
H -18.70548 3.09394 17.55975
H -20.43830 5.59485 19.08610
H -19.43609 5.02650 17.82789
C -15.49003 9.30047 14.11864
O -14.93381 10.31666 13.72302
N -14.99862 8.03837 13.96125
N -16.71018 9.34524 14.71994
H -15.48481 7.28725 14.42552
H -14.07663 7.94145 13.58422
H -17.09680 10.26725 14.79553
H -17.24471 8.51955 14.93284
C -20.44814 2.76247 14.85703
O -21.60144 2.40926 14.64729
N -20.09935 4.06373 15.08360
N -19.41256 1.87660 14.91180
H -20.75906 4.80807 14.94476
H -19.11026 4.23981 15.00292
H -18.46689 2.13016 15.14903
H -19.66736 0.96274 14.58653
C -13.80491 5.02096 18.69799
O -12.94019 4.84490 19.53896
N -14.40384 6.23697 18.48363
N -14.19693 4.07067 17.78788
H -14.36956 7.04498 19.07073
H -15.09081 6.27404 17.74471
H -14.15764 3.12456 18.11578
H -14.70874 4.32619 16.96698
C -17.86116 9.08573 19.25002
O -17.89812 10.09705 19.92946
N -18.64076 8.88183 18.14489
N -17.02023 8.03298 19.48175
H -18.32504 8.27891 17.39841
H -19.42102 9.48827 17.98467
H -16.45183 8.07017 20.30566
H -17.28326 7.14996 19.07270
C -20.78644 9.39440 14.70821
C -21.20477 7.98889 15.10673
C -22.66523 7.61106 14.87446
O -20.43059 7.04939 14.35776
H -20.61357 9.50174 13.63236
H -19.76298 9.53306 15.07472
H -21.50052 10.15251 15.02721
H -21.06966 7.94497 16.19813
H -22.81585 6.59824 15.23472
H -22.88722 7.72601 13.80987
H -23.34482 8.31727 15.35780
H -19.58071 6.96144 14.81189
C -14.70765 3.31841 14.01568
C -16.00441 2.58389 14.32703
C -15.79163 1.07660 14.32999
O -16.50771 2.95736 15.61221
H -14.12518 2.85254 13.22043
H -14.06660 3.24357 14.90214
H -14.87784 4.37393 13.80231
H -16.72694 2.85424 13.54615
H -15.95945 0.70173 13.31346
H -16.48834 0.50253 14.93918
H -14.76203 0.82096 14.58203
H -16.47317 3.93000 15.65926

=====

# 3
Formula: C16H24AgBO20
Source: the OMol25 dataset
Level of theory: ωB97M-V with the def2-TZVPD basis set

For the gap between HOMO and LUMO, the calculation gives 9.05 eV. As for the electronic energy: -62612.4820 eV. The spin multiplicity is 1. As for the LUMO energy: -0.26 eV.

Element x y z (Å)
Ag -0.31920 0.23331 -0.42071
O 3.87553 -4.16265 -5.42568
C 3.70592 -3.78169 -4.31386
O 2.54526 -3.74409 -3.65111
B 2.78733 -3.41323 -2.26064
O 4.19079 -2.97643 -2.18889
C 4.78717 -3.20749 -3.35594
O 5.92393 -2.99499 -3.62833
O 2.54035 -4.51976 -1.31320
C 1.60789 -4.18404 -0.43869
O 1.20481 -4.83990 0.47266
C 1.16655 -2.75096 -0.78780
O 1.87530 -2.33556 -1.79547
O 0.33391 -2.11856 -0.18419
C 0.76626 -0.50142 4.22112
O 2.01219 -0.74517 3.54517
C 2.05836 -0.43669 2.25173
O 1.19768 0.14753 1.63791
O 3.19316 -0.89352 1.75371
C 3.52611 -0.43517 0.43907
H 0.66770 -1.32270 4.92229
H -0.05210 -0.55606 3.50473
H 0.77962 0.48008 4.68413
H 4.47509 -0.90517 0.19182
H 3.65566 0.64683 0.39578
H 2.79608 -0.74072 -0.30723
C -3.85529 3.16382 -0.89463
O -3.71325 2.72093 -2.23028
C -2.93421 1.66940 -2.41997
O -2.25191 1.14395 -1.56860
O -3.01992 1.30871 -3.69080
C -2.34265 0.12809 -4.10281
H -2.91310 3.07689 -0.34959
H -4.61146 2.58018 -0.36609
H -4.16949 4.20271 -0.90932
H -3.10461 -0.57606 -4.44063
H -1.71852 -0.31692 -3.33458
H -1.72042 0.34711 -4.96929
C -2.03547 -3.34872 1.97095
O -2.57171 -2.20926 2.69241
C -2.41403 -1.05279 2.08897
O -1.92381 -0.88804 0.99644
O -2.86924 -0.08728 2.87520
C -2.85615 1.22373 2.31440
H -0.97509 -3.20816 1.78506
H -2.61624 -3.47632 1.06061
H -2.19727 -4.21016 2.60973
H -3.51435 1.82749 2.92882
H -3.15570 1.20706 1.26718
H -1.84511 1.63346 2.33519
C -0.20791 4.09542 -1.69572
O 0.56124 4.36008 -0.51522
C 0.36104 3.54748 0.50708
O -0.26806 2.51114 0.45798
O 0.95850 4.03988 1.56847
C 0.97268 3.27585 2.76317
H 0.01262 4.90732 -2.37588
H -1.27573 4.15111 -1.45495
H -0.01818 3.09517 -2.07612
H 0.01196 2.78993 2.93906
H 1.21306 3.95540 3.57165
H 1.70641 2.46962 2.71373

=====

# 4
Formula: C31H57BeN2O2P2
Source: the OMol25 dataset
Level of theory: ωB97M-V with the def2-TZVPD basis set

For the gap between HOMO and LUMO, the calculation gives 5.48 eV. As for the electronic energy: -59120.6201 eV. The spin multiplicity is 1. The total charge is +1. As for the LUMO energy: -3.83 eV.

Element x y z (Å)
C -0.89355 2.55847 1.29969
C -2.60143 1.30548 0.23980
C -1.77767 3.57783 1.64229
C -3.45979 2.43196 0.36251
C -3.05872 3.55165 1.07221
H -1.45148 4.37562 2.30650
H -4.45212 2.33359 -0.06232
H -3.72461 4.40990 1.21142
N -1.24335 1.53546 0.49518
P 1.66203 1.51614 1.00170
P -2.24767 -1.51610 0.23866
C 0.49915 2.60091 1.90779
H 0.83701 3.64741 1.89870
H 0.43496 2.27879 2.96176
C -3.14864 0.00997 0.01440
H -4.14379 -0.01242 -0.44133
C -1.66074 -2.73758 -1.09694
C -3.56864 -2.23386 1.40368
C 2.53472 2.77394 -0.15762
C 2.80270 1.01934 2.44567
C -0.15128 -2.59551 -1.38232
H 0.46637 -2.74071 -0.48944
H 0.13477 -3.37660 -2.10544
H 0.12020 -1.62541 -1.80628
C -1.84158 -4.18942 -0.63298
H -1.26905 -4.38568 0.28076
H -2.88930 -4.46557 -0.47781
H -1.44736 -4.85952 -1.41157
C -2.42607 -2.52421 -2.40799
H -2.25315 -3.39261 -3.06116
H -3.50922 -2.41480 -2.27027
H -2.06184 -1.64904 -2.95262
C -3.10060 -3.48648 2.14810
H -2.14594 -3.30039 2.65438
H -3.86693 -3.71957 2.90242
H -3.00673 -4.35984 1.49869
C -3.92566 -1.18279 2.47754
H -3.01777 -0.78237 2.95320
H -4.51309 -0.35170 2.06647
H -4.54063 -1.66859 3.25211
C -4.82018 -2.55494 0.55483
H -5.26188 -1.64617 0.12424
H -4.62800 -3.27095 -0.25949
H -5.57665 -3.00471 1.21587
C 4.04038 0.32038 1.86547
H 4.66238 -0.02270 2.70798
H 3.74870 -0.56453 1.27470
H 4.66087 0.98939 1.25133
C 2.03210 0.02260 3.32042
H 1.13271 0.47242 3.75922
H 1.73662 -0.86729 2.75625
H 2.68854 -0.28760 4.14823
C 3.21776 2.18989 3.35462
H 2.35550 2.65734 3.84608
H 3.86647 1.77786 4.14122
H 3.79265 2.96323 2.84117
C 1.47286 3.64018 -0.85247
H 0.97405 4.32749 -0.15699
H 1.97116 4.24481 -1.62483
H 0.71222 3.03689 -1.35130
C 3.33358 1.96488 -1.19554
H 2.66408 1.43846 -1.88333
H 3.94215 2.66576 -1.79003
H 3.99217 1.22064 -0.72620
C 3.49027 3.72415 0.57266
H 2.98762 4.29750 1.36432
H 4.37332 3.20860 0.97208
H 3.85874 4.45141 -0.16937
Be 0.02717 0.52590 -0.14198
C -0.53486 -0.95327 0.85715
O -0.11606 -1.50296 1.86456
N 0.59618 0.67726 -1.79290
C 0.67072 1.00301 -2.94983
C -0.34787 1.35461 -4.09883
C -1.78181 1.02407 -3.65522
C -0.21639 2.83844 -4.41301
C -0.00300 0.55789 -5.35167
H -1.91204 -0.05999 -3.55655
H -2.03823 1.46200 -2.67813
H -2.49169 1.38803 -4.41414
H 0.83439 3.07052 -4.63743
H -0.82432 3.08982 -5.29539
H -0.56042 3.46933 -3.58833
H -0.58227 0.95602 -6.20330
H 1.06287 0.64532 -5.58393
H -0.26693 -0.50034 -5.24126
C 4.11512 -4.00421 1.73387
C 2.78912 -3.63340 1.09914
O 2.80178 -2.40226 0.35534
H 4.89707 -4.15548 0.98250
H 3.99487 -4.93888 2.28842
H 4.44985 -3.23636 2.43958
H 2.44776 -4.43861 0.43358
H 2.01449 -3.48273 1.85436
H 3.46084 -2.50442 -0.34727